Record 1
Computed, not measured: C35H41F10INO34P as an isolated structure, with ωB97M-V with the def2-TZVPD basis set.

```
123
C35H41F10INO34P, DFT ωB97M-V with the def2-TZVPD basis set
F 7.29411 2.47693 3.64447
H 10.90626 4.76040 -0.90411
H -3.14546 -6.42638 5.73692
H 6.11645 4.38255 1.72418
C 0.60471 -0.24070 -1.07007
O 5.66304 -4.72449 -1.88794
O 3.66055 2.28396 5.83731
H -1.73312 -1.77502 -2.14614
H 6.96177 -3.19786 -2.33554
O 5.29586 6.06886 -0.51040
O 0.73073 -5.15014 0.31036
H -0.64018 0.38942 -3.98243
O -3.58328 -4.97840 4.32350
O -3.27839 1.89055 -2.60827
O -4.47402 0.82023 -4.19479
C -1.76196 -1.11474 -3.00344
H 1.37286 -3.12080 -1.66946
F 7.63248 -4.34629 -0.84983
H -6.15547 -0.27665 -3.78220
F -6.13290 0.39261 -5.66752
O -4.17777 -2.94787 -8.24419
O 3.34843 5.22480 0.25515
C -0.48494 -0.32755 -3.18583
C 5.76359 -2.89905 -0.51336
F -2.98417 2.79183 1.18707
F -7.58653 -2.43245 -8.16315
O -4.98239 -3.22868 4.53168
H -8.05606 -0.36844 3.68862
H 1.26352 -0.99563 -1.48405
O 5.57000 2.65861 0.66724
O -5.61372 -5.29685 5.18570
H 8.88532 3.76820 -1.90316
O 8.53374 5.37284 1.98747
O 4.44394 -3.04887 -1.07074
C -6.29645 -2.20698 -7.80766
C 6.59046 -3.73800 -1.46375
H -1.92684 -1.72616 -3.88586
P -0.39989 -4.52555 -0.69089
H -1.19481 2.22848 1.86417
C -4.57166 -3.42230 -7.03601
C 10.03806 5.40886 -1.03158
O 1.04787 -2.30570 0.89852
H 0.00359 -3.43000 -2.78942
H 1.16815 -4.68856 -2.38571
C -5.33549 -2.47987 -8.94486
F -5.43420 -7.45189 5.85246
O -5.86162 0.77242 2.34000
H -1.92611 0.03553 1.04289
O 8.24747 4.39536 -0.02092
C -2.57451 0.51469 1.76871
H -0.15146 0.53702 5.29924
H 8.03725 5.32949 -1.85492
H -7.07471 2.39601 2.76531
I -2.09025 -3.44134 1.72137
H 1.03452 -0.56172 6.02893
C -4.74949 -4.37835 4.67062
H 1.56227 -4.66755 0.23001
C -5.11932 -6.58556 4.86076
H -5.71188 -3.26517 -9.60125
H 1.90663 4.58576 -2.54838
O 5.88475 0.54846 -0.09070
H 5.76683 -3.30702 0.49761
O -5.47750 2.30574 -2.87007
C -3.62865 -6.34158 4.76349
C 0.72399 1.25969 7.15710
F 10.32843 6.35077 -1.95787
H -3.61231 0.36749 1.47718
C 6.07940 1.41093 0.70467
O -5.89997 -3.16428 -6.84355
C 2.60523 4.39979 -1.73936
C 2.12773 4.90937 -0.39630
C 7.15215 2.56549 2.30270
O -0.30716 -0.82946 -0.12773
F -9.21894 1.11809 3.03701
C 8.74574 4.68358 -1.33563
O -0.10992 0.41669 -2.04132
C -6.44581 1.90938 -3.84780
H -2.60096 -0.45255 -2.87562
C 4.41897 -4.19354 -1.79389
O 6.89379 1.26478 1.77787
C -2.24909 1.97479 1.97993
F 1.47509 3.95810 0.31561
O 9.74208 6.03725 0.20403
O -5.94802 -0.56808 0.53939
H -5.58560 -6.92398 3.93456
N -1.00259 -3.04357 0.03437
C 2.63698 1.74486 6.07958
H -6.51361 1.48647 4.18450
O -7.82754 -0.03504 1.67459
O -2.63235 2.17539 3.33545
C -2.50325 0.98242 3.97542
F 0.35137 0.48938 8.20762
H 1.50499 5.80340 -0.44355
H -7.42806 1.79904 -3.39859
C 5.92005 3.32942 1.89547
O 3.44321 -4.66311 -2.27676
C 0.01124 -2.08090 0.31123
H 0.09207 2.14801 7.12946
O 1.84326 1.14006 5.16543
H -6.48979 2.65555 -4.64211
C 4.25854 5.53117 -0.70953
C -6.85564 1.40250 3.15724
H -3.12796 -6.99308 4.05347
O 2.07829 1.65230 7.32107
C -8.03262 0.46552 2.98640
H 0.31080 -0.99674 -3.50730
H 1.20464 0.50270 -0.56041
C -6.48987 -0.00222 1.42478
H 6.07261 -1.85810 -0.47593
C -4.30196 1.70060 -3.16384
H -6.21339 -1.21057 -7.37633
O 3.81756 5.14284 -1.92117
C 0.63314 -3.83304 -2.00942
H -5.10029 -1.59811 -9.53349
O -2.48919 0.85542 5.15674
H 5.10845 3.22430 2.61570
O -3.87031 -3.96960 -6.26144
H 8.06892 2.94888 1.87169
C 0.77253 0.48334 5.86138
C 8.81023 5.28317 0.84079
O -2.37411 -0.02203 3.09389
C -5.86094 0.60636 -4.35039
H 2.83974 3.33924 -1.70211
```

Kohn-Sham gap: 8.78 eV
Maximum force: 1.22 eV/A
LUMO: -0.10 eV
E: -5609.07175 a.u.
Highest occupied orbital energy: -8.88 eV

***

Record 2
Computed, not measured: C35H41InN6OSSb as an isolated structure, with ωB97M-V with the def2-TZVPD basis set.

```
86
C35H41InN6OSSb, DFT ωB97M-V with the def2-TZVPD basis set
H -15.21833 -5.70558 -19.93639
C -8.27121 -4.92679 -17.49447
H -11.35348 -6.81945 -20.02081
C -14.10175 -12.35443 -12.73482
H -13.41101 -11.91837 -17.13897
H -13.79716 -9.91550 -14.30771
H -15.86975 -14.19695 -13.70392
C -12.65379 -3.60543 -14.36412
H -18.13371 -5.89102 -15.37751
C -16.83383 -2.69146 -17.45327
N -13.61785 -12.09062 -15.14455
C -10.90878 -8.43865 -13.90032
H -17.22552 -6.87003 -16.56143
H -14.07787 -6.21723 -11.05426
H -8.85787 -7.71738 -17.97433
C -10.30987 -9.20240 -12.87960
H -13.40424 -4.24007 -21.63808
H -14.81090 -6.53561 -21.49423
C -12.28886 -6.31655 -20.31892
C -12.33487 -2.80474 -12.13726
C -13.15400 -5.03984 -12.57848
H -14.02852 -3.29382 -20.28084
H -15.62832 -7.43698 -20.15938
C -12.79892 -9.72996 -13.87796
C -16.53642 -4.82500 -16.36091
C -17.37269 -3.90612 -17.03862
H -16.19163 -14.77509 -16.08853
N -12.11546 -8.72221 -14.39042
H -11.18822 -1.52422 -19.55646
H -13.02440 -4.18603 -10.63117
H -9.34101 -8.84278 -12.52033
C -13.96220 -12.48469 -16.36354
H -7.36190 -5.39131 -17.88237
N -13.02031 -4.81346 -13.92770
H -13.30651 -8.17238 -20.16723
C -12.21007 -2.60093 -13.52430
H -16.51488 -6.44810 -14.95108
C -9.15709 -7.24648 -16.99902
H -17.45573 -1.97239 -18.00662
H -14.53041 -6.67366 -12.72052
C -17.12570 -6.06348 -15.78999
H -12.89136 -7.10577 -12.08685
H -11.83807 -1.64763 -13.89485
H -15.09500 -1.40377 -17.45896
H -12.23888 -6.26526 -21.41837
N -14.82542 -13.42446 -16.76823
H -18.44340 -4.10617 -17.13156
C -12.32597 -10.51751 -12.80913
C -14.33160 -12.70872 -14.14370
C -15.50236 -2.38517 -17.18649
C -12.82151 -4.01974 -11.67182
C -10.53230 -3.89403 -16.54820
H -10.55142 -10.85399 -11.56667
H -12.84436 -11.76049 -11.20781
S -12.07895 -4.59329 -19.63711
Sb -12.56419 -3.00386 -16.51065
C -11.03799 -10.22915 -12.29838
N -10.39863 -5.18943 -16.46028
C -9.29610 -5.75289 -16.97276
H -11.29598 -2.70875 -21.68589
H -14.72946 -12.87831 -12.01470
C -13.48796 -7.13192 -19.84015
O -12.83742 -4.54995 -18.25837
H -13.51454 -7.12146 -18.72902
C -8.40377 -3.55165 -17.41498
C -12.03020 -1.29727 -20.21404
C -14.77160 -3.38707 -16.61080
H -12.94788 -1.08601 -19.61541
C -9.56135 -2.97512 -16.88628
H -7.60996 -2.90840 -17.77390
H -10.38004 -7.61147 -14.35751
H -11.79693 -0.37461 -20.76391
C -14.87677 -6.66399 -20.37141
H -9.68695 -1.89903 -16.72397
C -12.27751 -2.38890 -21.25860
N -15.22885 -4.54690 -16.18111
H -12.79528 -1.90999 -22.12491
C -15.30003 -13.66875 -14.44974
H -12.05941 -2.03696 -11.41745
C -13.07822 -3.59608 -20.78855
C -13.06761 -11.60475 -12.22609
H -8.35240 -7.58577 -16.26604
In -13.09064 -6.09433 -15.91523
H -10.11089 -7.68625 -16.66334
C -13.68562 -6.33799 -12.08096
C -15.49191 -14.01540 -15.77767
```

Kohn-Sham gap (alpha / beta): 5.24 / 4.02 eV
Maximum force: 2.16 eV/A
Net charge: +3
LUMO (alpha / beta): -10.00 / -11.24 eV
E: -2589.56991 a.u.
Highest occupied orbital energy (alpha / beta): -15.23 / -15.26 eV

***

Record 3
Computed, not measured: a 2-piece molecular cluster, C35H41N4O3 overall, with ωB97M-V with the def2-TZVPD basis set.

```
83
C35H41N4O3, DFT ωB97M-V with the def2-TZVPD basis set
H -4.24252 -2.03682 1.77427
H -1.89857 -4.66249 0.41222
H -2.22199 -5.39350 2.58967
H -3.78993 -4.66299 2.96361
C 0.79299 -0.77440 4.49015
H 2.03565 -2.50240 4.53318
H -1.31391 1.10816 -1.66696
C -2.72138 -4.61529 3.16369
H -0.44593 -3.79272 0.89558
C -3.07063 -0.74401 -5.74203
C 3.14146 0.17980 -1.09909
C 1.16546 2.97012 -1.30454
H -1.34416 -3.27774 -0.51867
H 4.80145 3.23577 0.36330
N -2.20080 -3.31139 2.78843
C -2.05138 0.76100 -4.18473
C -1.18658 -1.22157 2.95722
H -1.72617 -0.35171 3.35315
C -1.64646 -2.45756 3.71705
C -2.48690 0.47549 -5.45967
C 0.15386 5.29177 -1.38471
H 0.32867 1.31579 7.10266
C 2.39564 3.47112 -1.11709
C 1.57242 -0.41489 7.13594
O -1.53868 -2.64985 4.90906
C -0.09809 3.77616 -1.27379
H 3.98877 2.06371 -3.76742
H 5.19610 3.91815 -1.23127
H 0.82893 -1.88550 2.66867
H -3.41963 -0.98492 -6.73249
C 3.71311 1.18612 -3.20646
H -1.59522 1.71235 -3.96908
H 0.35694 5.55557 -2.43055
O -3.95033 -3.79456 -4.09191
C 3.46175 1.31714 -1.84001
C -3.72870 -2.62209 1.01352
C 1.66835 -1.66223 5.09827
C -1.85094 -0.72474 -0.75786
C -3.21804 -1.68834 -4.73847
H 2.97982 0.28304 -0.03896
H -0.77597 3.44531 -2.07283
H 0.62574 -0.15901 2.45254
C 0.32497 -1.00463 3.08058
H -0.74696 5.86281 -1.11440
C 0.71592 0.48486 6.53668
N -1.60476 -1.41229 1.53289
H 1.10223 5.52143 0.54310
H -0.63303 3.56825 -0.33824
H 3.05298 5.35561 -1.80323
H 1.51322 6.79397 -0.57806
H 2.78433 -1.91647 -1.13743
C -1.74613 0.13780 -1.82381
C 2.05518 -1.48367 6.41084
C 2.62061 4.93568 -0.88775
C 3.04517 -1.04660 -1.71666
H -4.21710 -3.59290 0.95322
C -2.78615 -1.41121 -3.46067
N 3.53243 2.61115 -1.20400
O -4.20901 -3.21525 -6.18457
C 0.33437 0.31044 5.22127
H -3.86763 -2.11624 0.06274
C -1.44752 -3.67505 0.48648
H -2.54818 -4.78892 4.22395
H 3.38854 5.05570 -0.11467
H -2.37378 1.20629 -6.24296
H 2.72350 -2.18985 6.87465
N -3.83014 -2.97806 -5.02370
H 5.56591 2.23262 -0.86896
H -0.33401 1.01173 4.75006
H 1.85423 -0.28990 8.16991
C -2.19178 -0.17705 -3.14385
H -2.28845 -1.67879 -0.95867
H 1.08700 1.91196 -1.49057
C 1.34468 5.71056 -0.50985
C -1.45304 -0.49139 0.54504
H -1.00713 0.45202 0.79716
H -2.92327 -2.17497 -2.71721
C 3.61935 -0.04503 -3.81577
C 3.27821 -1.16144 -3.07481
C 4.84488 3.03231 -0.70531
H 3.80946 -0.13574 -4.87238
H 3.18562 -2.12073 -3.55753
C -2.25890 -2.76490 1.40292
```

Kohn-Sham gap: 4.55 eV
Maximum force: 3.40 eV/A
Net charge: +1
LUMO: -5.09 eV
E: -1802.69712 a.u.
Highest occupied orbital energy: -9.64 eV